DFT (ωB97M-V/def2-TZVPD) results for a 13-piece molecular cluster, C68H160N8O15 overall in a non-equilibrium geometry.

Structure (XYZ):
```
251
Properties=species:S:1:pos:R:3:forces:R:3
C 0.5110 -5.6924 -1.0752 0.22 -0.41 -0.26
C 0.9019 -7.1155 -0.5948 0.19 1.97 -0.22
N -0.2076 -8.0106 -0.7204 0.12 -0.23 1.26
C -0.7630 -8.1152 -2.0228 0.49 -0.67 -1.70
C 0.2447 -8.6683 -3.0826 0.88 0.62 -0.31
C -0.0038 -9.2622 -0.0281 -0.07 0.04 -0.15
C -1.2986 -9.9520 0.2840 -0.15 -0.34 -0.07
H 0.5953 -5.6364 -2.1659 -0.10 0.18 0.08
H 1.1570 -4.9092 -0.6462 -0.25 -0.36 -0.09
H -0.5334 -5.5242 -0.8005 0.11 0.22 0.07
H 1.8266 -7.3942 -1.1127 0.05 -0.40 -0.16
H 1.1814 -6.9739 0.4441 -0.13 -0.49 0.39
H -1.5825 -8.8235 -2.0650 -0.38 0.10 0.51
H -1.1702 -7.1326 -2.2860 0.12 -0.25 -0.37
H -0.1766 -8.9537 -4.0531 -0.33 0.06 0.33
H 1.0237 -7.9345 -3.3293 -0.23 0.20 0.05
H 0.8598 -9.5167 -2.7431 -0.63 0.02 0.22
H 0.4902 -9.0429 0.9216 0.16 0.02 -0.12
H 0.6186 -9.9790 -0.5866 0.27 0.16 0.02
H -1.8352 -10.2885 -0.6043 -0.05 0.16 0.02
H -1.9411 -9.3266 0.8994 -0.13 -0.03 0.02
H -1.0151 -10.8467 0.8120 -0.25 -0.48 0.48
C -4.6412 0.7942 -0.7417 -0.03 0.30 0.25
C -4.8404 1.4705 0.6080 0.29 0.06 -0.04
N -3.9192 0.9382 1.6121 0.54 -0.26 -0.47
C -4.1906 1.3057 2.9916 -0.63 0.00 0.01
C -5.3634 0.4894 3.5466 0.59 0.67 0.51
C -2.5115 1.1850 1.2847 0.84 0.64 -0.23
C -1.4812 0.3139 2.0209 -0.33 -0.79 -0.01
H -3.6905 1.0555 -1.1998 -0.03 -0.13 -0.16
H -5.4455 1.1506 -1.3785 -0.03 -0.10 -0.39
H -4.7134 -0.2906 -0.6149 0.06 0.07 -0.13
H -4.7659 2.5825 0.5036 0.02 -0.46 0.10
H -5.8784 1.2420 0.8560 0.09 0.11 0.58
H -3.2851 1.0526 3.5484 -0.19 0.28 0.16
H -4.4260 2.3971 3.1241 0.39 -0.53 -0.19
H -6.2295 0.6272 2.9222 -0.45 -0.06 -0.18
H -5.0987 -0.5600 3.5856 -0.05 -0.23 0.00
H -5.6033 0.8488 4.5587 -0.03 -0.21 -0.24
H -2.2516 2.2404 1.4669 -0.09 0.14 0.17
H -2.2625 1.0837 0.2166 -0.73 -0.31 0.21
H -1.2021 0.6546 3.0200 -0.28 0.01 0.00
H -0.5411 0.2566 1.4591 -0.21 0.09 -0.02
H -1.8726 -0.7241 2.0994 0.24 0.52 0.05
C 4.1546 0.1827 1.7075 -0.41 -0.19 -1.76
C 4.6689 0.6802 3.0310 0.18 0.19 0.14
N 4.1994 -0.0212 4.1995 -0.68 0.97 1.06
C 4.4354 -1.4289 4.2827 -0.73 -0.04 -1.02
C 5.9040 -1.7352 4.1299 -0.22 0.09 0.45
C 2.9295 0.4440 4.7272 0.00 0.51 -0.08
C 1.6118 0.2005 3.9745 -0.51 -0.61 0.22
H 4.6912 -0.7113 1.3902 -0.10 -0.23 0.04
H 4.2810 0.8917 0.8713 0.44 0.12 0.40
H 3.0809 -0.0204 1.6160 0.15 -0.21 0.58
H 5.7626 0.6115 3.0233 -0.04 0.14 -0.11
H 4.4231 1.7408 3.1436 0.00 -0.05 0.17
H 4.0998 -1.8085 5.2608 -0.02 0.28 -0.28
H 3.8193 -1.9156 3.4970 0.29 -0.48 0.30
H 6.3996 -1.0029 4.7855 0.32 -0.52 -0.20
H 5.9925 -2.7482 4.4901 0.70 -0.34 0.15
H 6.3028 -1.6839 3.1186 -0.11 0.12 -0.04
H 3.0336 1.5235 4.8529 -0.01 0.17 -0.08
H 2.8077 0.0831 5.7498 0.07 -0.32 0.02
H 1.5840 0.5222 2.9322 0.11 0.38 0.20
H 0.8008 0.6883 4.5478 0.31 -0.02 -0.38
H 1.3201 -0.8596 3.9331 0.26 0.05 0.11
C 1.3620 -3.5835 2.2023 0.10 0.57 -0.67
C 0.1748 -3.7601 3.1283 -0.78 -0.31 0.51
N 0.1816 -4.8704 4.0805 -0.39 -0.72 -0.61
C 1.2669 -4.9166 5.0178 1.51 -0.22 -0.08
C 1.5136 -3.6454 5.8001 -0.29 0.42 -0.09
C 0.1031 -6.1450 3.3475 0.90 0.48 1.28
C -1.0963 -6.3310 2.5241 -1.85 -0.97 -1.10
H 1.1228 -2.8078 1.4678 -0.13 0.17 0.08
H 1.5736 -4.4488 1.5771 0.13 -0.31 0.26
H 2.2802 -3.2298 2.6846 -0.14 -0.34 0.16
H -0.0047 -2.8688 3.7143 0.08 0.48 0.00
H -0.7654 -3.9275 2.5717 0.53 0.37 -0.10
H 2.2343 -5.1836 4.5157 -0.33 0.12 0.02
H 1.1326 -5.7379 5.7422 -0.36 0.20 -0.30
H 1.7343 -2.7702 5.1725 0.10 -0.33 -0.01
H 2.3745 -3.8136 6.4557 -0.28 0.17 0.09
H 0.6124 -3.3792 6.3605 0.20 -0.06 0.25
H 0.9649 -6.2539 2.6694 0.23 -0.16 0.25
H 0.1634 -6.9348 4.1128 0.04 0.12 -0.31
H -1.1600 -5.7980 1.5883 0.46 0.55 -0.33
H -1.1225 -7.3649 2.1931 0.11 -0.38 -0.10
H -2.0831 -6.1919 2.9614 0.14 0.26 0.72
C 8.4936 5.5691 0.6629 0.51 0.85 -0.98
C 7.2875 4.7896 0.2762 -0.04 -1.85 -0.18
N 6.0534 4.8554 1.0242 0.30 1.24 -0.39
C 6.2372 4.6566 2.4325 -0.61 -0.37 0.64
C 5.1019 5.2708 3.2533 1.04 0.47 -0.52
C 5.0518 4.0280 0.4074 -0.22 -1.20 -0.80
C 4.6656 4.4948 -1.0416 0.65 0.49 2.02
H 8.9642 5.3802 1.6188 -0.20 -0.01 0.24
H 8.3105 6.6223 0.4768 0.12 0.40 0.49
H 9.2071 5.2791 -0.1204 0.22 0.13 0.33
H 7.0839 5.0254 -0.7652 -0.15 0.03 -0.05
H 7.6594 3.7374 0.2735 -0.38 -0.13 -0.14
H 6.3073 3.5750 2.6927 0.26 0.25 -0.11
H 7.1488 5.1641 2.7260 0.23 -0.17 0.07
H 5.3512 5.2102 4.3037 -0.40 -0.49 0.38
H 5.0889 6.3361 3.0456 -0.23 0.23 -0.24
H 4.1611 4.8437 2.9573 -0.55 -0.19 0.40
H 4.1789 3.9342 1.0554 -0.09 0.38 -0.09
H 5.4366 2.9907 0.3359 0.02 -0.08 0.04
H 3.6329 4.2775 -1.2744 -0.16 0.00 -0.15
H 5.3339 4.0602 -1.7768 -0.03 0.05 -0.19
H 4.8438 5.5759 -0.9275 -0.35 -0.10 -0.77
C -7.1801 -6.2984 -0.2369 0.27 -0.24 0.25
C -6.4206 -5.0119 -0.4847 -0.56 0.04 0.03
N -5.4454 -4.7737 0.5661 -0.75 1.22 -0.42
C -4.4319 -5.7638 0.7204 0.15 -0.47 0.58
C -3.4172 -5.8518 -0.3824 0.90 0.03 0.02
C -4.9320 -3.4121 0.5306 0.97 0.36 0.67
C -4.0907 -3.0389 1.7618 -0.21 -0.67 0.10
H -7.5068 -6.3353 0.8044 -0.31 0.05 -0.10
H -6.5355 -7.1768 -0.3702 -0.19 0.14 -0.21
H -8.0145 -6.3604 -0.9318 -0.15 -0.18 0.10
H -6.0432 -5.0519 -1.5110 0.50 0.16 -0.05
H -7.1243 -4.1596 -0.4896 0.27 -0.33 0.15
H -3.9628 -5.5532 1.6767 0.42 0.00 0.06
H -4.8747 -6.7326 0.8794 -0.44 -0.41 -0.02
H -2.6292 -6.5648 -0.1249 -0.04 -0.11 0.01
H -3.8331 -6.1686 -1.3400 -0.08 0.28 -0.03
H -2.9238 -4.8770 -0.4472 0.03 -0.04 -0.49
H -5.7447 -2.6977 0.5226 -0.53 -0.06 -0.20
H -4.3011 -3.1653 -0.3344 -0.26 -0.26 -0.38
H -3.1426 -3.5887 1.8286 0.07 0.33 -0.32
H -4.6274 -3.3714 2.6504 -0.18 0.32 0.20
H -3.9264 -1.9567 1.7818 0.08 -0.18 0.07
C -1.6771 4.2462 -2.3467 -0.35 0.22 0.52
C -2.4986 4.3665 -1.0791 0.10 -0.96 0.97
N -3.4109 5.4637 -1.0711 -1.04 0.92 -0.06
C -4.5913 5.1525 -1.8596 -0.74 -1.01 0.42
C -5.4306 6.3009 -2.3614 0.51 1.14 -0.64
C -3.7793 5.9738 0.2523 1.16 1.37 -0.07
C -2.5932 6.7260 0.8668 0.68 -0.13 0.12
H -1.4758 5.2671 -2.6922 0.32 -0.34 -0.06
H -2.1765 3.6755 -3.1252 0.12 -0.02 -0.06
H -0.7926 3.7377 -1.9798 0.54 -0.11 -0.82
H -2.9761 3.3870 -0.8059 -0.07 0.41 -0.41
H -1.7952 4.4884 -0.2556 0.00 0.27 0.07
H -4.2840 4.5781 -2.7365 0.10 0.02 0.05
H -5.2297 4.4607 -1.2623 0.04 0.07 -0.22
H -5.8388 7.0112 -1.6547 -0.03 -0.20 0.71
H -4.8018 6.9297 -2.9951 0.09 -0.01 -0.18
H -6.2700 6.0044 -2.9815 -0.06 -0.47 -0.04
H -4.0972 5.2127 0.9734 -0.39 -0.22 -0.18
H -4.5217 6.7670 0.1161 -0.42 -0.65 0.00
H -2.2355 7.5665 0.2572 -0.24 -0.32 -0.15
H -1.7555 6.0529 1.0194 0.27 -0.01 -0.07
H -2.7516 7.1340 1.8617 -0.57 -0.03 0.16
C 0.9420 5.9575 -0.0496 -0.59 0.89 0.11
C 1.4937 5.5501 1.2967 -0.14 -0.44 -0.63
N 0.6915 5.9098 2.4820 1.04 -0.54 -0.86
C 1.3180 7.0840 3.1094 -0.51 -0.25 0.26
C 1.3488 8.3358 2.2367 -0.52 -0.59 0.26
C 0.6014 4.7468 3.3915 -0.06 0.80 0.71
C -0.4177 3.7066 2.9094 -0.28 0.62 -0.10
H 1.7374 5.8557 -0.7900 -0.30 -0.26 -0.26
H 0.6710 7.0152 -0.0006 0.00 0.03 -0.19
H 0.0139 5.4438 -0.3259 0.44 -0.15 -0.10
H 1.6498 4.4746 1.2194 -0.01 -0.22 0.48
H 2.4943 5.9804 1.3108 0.34 0.11 0.57
H 2.3677 6.8862 3.4034 -0.26 -0.19 0.19
H 0.7047 7.2857 3.9966 0.36 0.11 0.05
H 1.7142 9.1308 2.8697 0.34 0.39 -0.06
H 0.3415 8.6107 1.9214 0.01 -0.06 -0.17
H 1.9884 8.1834 1.3697 0.04 0.27 0.00
H 1.5827 4.2673 3.5773 -0.08 0.08 -0.31
H 0.3546 5.2204 4.3525 -0.34 -0.57 0.01
H -0.2494 3.5710 1.8484 -0.03 -0.09 -0.41
H -0.3183 2.7130 3.3429 0.17 0.14 0.34
H -1.4699 4.0367 3.0163 0.57 -0.01 0.07
C 3.3345 8.3179 -4.1844 0.31 1.08 -0.99
C 2.8497 7.0948 -3.5500 0.51 -2.60 0.05
O 2.8877 6.0213 -4.6250 0.26 3.30 0.41
C 2.3889 4.8780 -4.3108 -0.71 -0.26 2.63
O 2.0400 4.5517 -3.1909 -0.11 -0.19 0.17
O 2.3250 4.1508 -5.3578 -0.77 -2.75 -2.04
C 1.8524 2.7624 -5.1662 0.13 0.85 -0.82
H 3.9725 8.8988 -3.5249 -0.05 0.11 0.09
H 2.4998 8.9200 -4.5176 -0.09 0.37 -0.07
H 3.9037 8.0645 -5.0786 0.17 0.04 0.10
H 1.8577 7.1861 -3.1095 -0.04 -0.35 -0.22
H 3.5421 6.7101 -2.7979 -0.21 0.13 0.12
H 2.5309 2.2647 -4.4957 0.05 -0.25 0.24
H 1.8754 2.3322 -6.1581 0.42 -0.08 -0.14
H 0.8091 2.6760 -4.8755 0.05 0.46 0.55
C 3.3529 -3.5568 -2.2530 0.46 0.45 -0.16
C 3.5465 -2.4241 -1.2576 -0.70 -0.25 0.47
O 4.9502 -2.1750 -0.9127 -1.82 -0.27 -0.49
C 5.4577 -1.1173 -1.5085 0.23 0.27 -1.12
O 4.9462 -0.3914 -2.3504 0.06 -0.92 1.18
O 6.7149 -1.0395 -1.0723 0.96 1.20 -0.78
C 7.3950 0.0953 -1.6540 -0.44 1.33 0.09
H 3.8301 -4.4742 -1.8999 -0.19 0.02 -0.13
H 3.7853 -3.2554 -3.2094 0.19 -0.20 -0.03
H 2.2837 -3.7051 -2.4521 0.22 -0.06 0.31
H 3.0572 -2.6713 -0.3123 0.19 0.06 0.00
H 3.0532 -1.5219 -1.6370 0.51 -0.07 0.25
H 6.8685 0.4643 -2.5269 -0.21 -0.26 -0.08
H 8.4105 -0.0445 -1.9796 0.41 -0.99 0.41
H 7.3715 0.9371 -0.9551 0.08 -0.28 0.22
C -2.8612 1.0269 -4.1632 0.55 -1.18 0.15
C -2.2788 -0.0256 -5.1147 -0.27 0.86 -0.43
O -0.8273 0.2337 -5.3288 -1.34 -0.56 0.44
C -0.0368 -0.7523 -4.9581 -0.23 -0.25 0.63
O -0.3930 -1.8401 -4.5262 0.80 0.91 -0.46
O 1.2261 -0.3140 -5.1045 0.56 -1.43 0.56
C 2.1832 -1.3213 -4.6248 0.31 0.63 -1.21
H -2.3985 0.8658 -3.1895 -0.28 0.11 0.19
H -3.9408 0.8934 -4.1194 0.04 -0.14 0.18
H -2.6605 2.0366 -4.4637 0.28 0.44 -0.44
H -2.6891 0.1530 -6.0987 -0.17 -0.15 -0.34
H -2.5279 -1.0648 -4.8219 0.65 0.92 -0.05
H 3.1869 -1.0253 -4.9298 -0.17 0.60 0.08
H 2.0209 -2.2480 -5.1735 -0.39 -0.20 0.58
H 2.1624 -1.3754 -3.5459 -0.30 -0.30 0.10
C 1.2048 2.0969 -0.3187 -0.31 1.37 -0.80
C 1.3992 1.3339 -1.6181 0.25 -0.13 -0.04
O 0.2019 0.6596 -2.0885 0.04 -0.08 0.36
C -0.0485 -0.4061 -1.3225 0.40 0.49 0.34
O 0.7298 -0.8131 -0.4787 -0.57 -0.34 -0.41
O -1.2582 -0.8853 -1.5806 0.48 -2.29 1.16
C -1.4173 -2.2154 -0.8462 -1.26 1.01 -1.06
H 1.7017 1.6309 0.5137 0.08 -0.16 0.39
H 0.1435 2.2931 -0.0772 0.35 -0.30 -0.14
H 1.6397 3.0964 -0.5355 -0.14 -0.44 0.57
H 2.1543 0.5662 -1.4589 0.17 0.16 -0.28
H 1.7100 2.0163 -2.4030 -0.29 -0.12 -0.19
H -0.8335 -3.0181 -1.2701 0.70 0.25 -0.35
H -2.4557 -2.4991 -1.0404 0.09 0.38 0.22
H -1.2105 -2.1054 0.2081 -0.01 0.23 0.11
C -8.5652 -2.0031 -2.0924 -0.91 0.68 1.14
C -7.3462 -1.4576 -2.7476 0.98 -1.21 -1.50
O -6.3437 -2.5604 -2.6268 -0.78 1.33 0.27
C -5.2009 -2.4049 -3.2746 0.08 1.72 -0.40
O -4.8535 -1.4160 -3.9183 -0.60 -1.37 0.69
O -4.4962 -3.4938 -3.0672 2.71 -0.17 -1.67
C -3.2433 -3.5437 -3.9597 -0.77 -0.80 1.20
H -8.4254 -2.1045 -1.0236 0.32 -0.16 0.35
H -8.9773 -2.9565 -2.4304 0.43 0.21 -0.47
H -9.3429 -1.2420 -2.1437 -0.24 -0.01 -0.31
H -6.9728 -0.4781 -2.3776 -0.10 -0.92 0.08
H -7.5024 -1.3762 -3.8370 0.03 0.31 0.41
H -2.4742 -2.7780 -3.7897 -0.64 -0.09 0.49
H -3.5361 -3.5082 -4.9975 -0.34 0.07 -0.19
H -2.8428 -4.5382 -3.7312 -0.08 0.33 -0.02
```
Forces are in eV/Å.

Properties
Relative energy (zero: lowest compared OMol25 entry of this formula, charge and spin) (eV): 0.000
HOMO energy (eV): -7.90
Net charge: 0
Total energy (Ha): -4253.44138
LUMO (eV): 0.62
Strongest force on any atom (eV/Å): 3.5
HOMO-LUMO gap (eV): 8.52

Atomic partial charges in e from the Mulliken method, atoms 1 to 99:
1 C 0.555
2 C -1.356
3 N 0.892
4 C -0.396
5 C -1.357
6 C -0.614
7 C -1.322
8 H 0.649
9 H -0.256
10 H -0.483
11 H 0.237
12 H 0.229
13 H 0.655
14 H -0.090
15 H 0.396
16 H 0.264
17 H 0.245
18 H 0.419
19 H 0.401
20 H 0.373
21 H 0.174
22 H 0.450
23 C 0.519
24 C -0.569
25 N 0.982
26 C -0.338
27 C -1.340
28 C 0.916
29 C -0.807
30 H -0.678
31 H 0.540
32 H -0.370
33 H -0.185
34 H 0.438
35 H 0.237
36 H 0.263
37 H 0.316
38 H 0.229
39 H 0.436
40 H -0.300
41 H -0.911
42 H 0.784
43 H -0.288
44 H -0.066
45 C 0.981
46 C -1.416
47 N 0.538
48 C 0.576
49 C -1.567
50 C -1.921
51 C 1.292
52 H 0.240
53 H 0.068
54 H -0.705
55 H 0.377
56 H 0.117
57 H 0.307
58 H -0.244
59 H 0.320
60 H 0.542
61 H 0.155
62 H 0.462
63 H 0.392
64 H -0.611
65 H 0.649
66 H -0.542
67 C 1.227
68 C -0.237
69 N 0.169
70 C -0.413
71 C -0.837
72 C -0.982
73 C -0.446
74 H -0.685
75 H 0.295
76 H -0.140
77 H 0.337
78 H -1.083
79 H 0.310
80 H 0.436
81 H -0.188
82 H 0.434
83 H 0.334
84 H 0.382
85 H 0.493
86 H -0.251
87 H 0.340
88 H 0.429
89 C -1.619
90 C -0.024
91 N 0.251
92 C -0.165
93 C -1.003
94 C 0.620
95 C -1.740
96 H 0.477
97 H 0.339
98 H 0.400
99 H 0.279